{"formula": "C44H113As4F24N12O27", "method": "ωB97M-V/def2-TZVPD", "symbols": ["As", "As", "As", "As", "F", "F", "F", "F", "F", "F", "F", "F", "F", "F", "F", "F", "F", "F", "F", "F", "F", "F", "F", "F", "F", "F", "F", "F", "O", "O", "O", "O", "O", "O", "O", "O", "O", "O", "O", "O", "O", "O", "O", "O", "O", "O", "O", "O", "O", "O", "O", "O", "O", "O", "O", "N", "N", "N", "N", "N", "N", "N", "N", "N", "N", "N", "N", "C", "C", "C", "C", "C", "C", "C", "C", "C", "C", "C", "C", "C", "C", "C", "C", "C", "C", "C", "C", "C", "C", "C", "C", "C", "C", "C", "C", "C", "C", "C", "C", "C", "C", "C", "C", "C", "C", "C", "C", "C", "C", "C", "C", "H", "H", "H", "H", "H", "H", "H", "H", "H", "H", "H", "H", "H", "H", "H", "H", "H", "H", "H", "H", "H", "H", "H", "H", "H", "H", "H", "H", "H", "H", "H", "H", "H", "H", "H", "H", "H", "H", "H", "H", "H", "H", "H", "H", "H", "H", "H", "H", "H", "H", "H", "H", "H", "H", "H", "H", "H", "H", "H", "H", "H", "H", "H", "H", "H", "H", "H", "H", "H", "H", "H", "H", "H", "H", "H", "H", "H", "H", "H", "H", "H", "H", "H", "H", "H", "H", "H", "H", "H", "H", "H", "H", "H", "H", "H", "H", "H", "H", "H", "H", "H", "H", "H", "H", "H", "H", "H", "H", "H", "H", "H", "H", "H"], "xyz": [[0.4971, -2.8824, -4.3172], [-3.6585, 1.9756, 0.9915], [-1.6354, -3.7619, 2.3771], [4.5489, -5.0468, 0.0992], [0.0725, -4.4701, 2.4977], [-0.1308, -1.2754, -4.9958], [4.4970, -6.4074, 1.3247], [3.6404, -3.9461, 1.1794], [-1.1618, -2.1953, 3.1467], [3.0185, -5.6445, -0.6328], [4.6323, -3.7202, -1.0899], [-3.3702, -3.1961, 2.2094], [-2.7684, 2.8830, -0.2329], [-2.3060, 2.4414, 2.1235], [-1.1737, -2.9665, 0.7388], [6.2107, -4.6031, 0.8304], [2.0527, -2.1155, -3.9623], [1.0592, -3.2309, -5.9978], [-2.1615, -4.4888, 3.9266], [-2.1117, -5.2208, 1.4239], [5.4964, -5.9838, -1.1213], [-4.3930, 1.0586, 2.3296], [-4.6201, 3.4058, 1.4260], [-0.9704, -3.7538, -4.7364], [-4.9492, 1.5195, -0.1579], [-2.7153, 0.4971, 0.6223], [1.1606, -4.4425, -3.7385], [-0.1013, -2.5746, -2.6646], [4.2909, -0.6922, 7.2395], [3.1624, 0.8262, -1.3177], [-2.4748, 6.0304, -5.4493], [-6.5119, -4.8290, 0.1649], [-2.9591, -2.6469, -2.8880], [1.1252, 1.7493, -7.2482], [1.3044, 2.4322, 3.1159], [2.8200, 2.4873, 4.6546], [2.1287, 4.4465, -3.9636], [0.2827, 1.3647, -9.1505], [2.2842, 0.6237, 3.7245], [5.7021, -2.3976, 7.3786], [0.5434, 5.8783, -3.4000], [-1.6842, -6.3279, -3.2541], [-0.0351, 3.8540, -4.0465], [-0.3746, 0.8551, -1.0787], [-5.0261, -1.6512, -2.8075], [3.6685, 5.7808, 0.2460], [2.3033, 0.5022, -8.6699], [-7.8425, 1.9143, -4.6624], [0.0218, -0.5209, 8.0144], [3.7752, -2.6160, 6.3705], [4.9852, -7.4033, 5.8346], [-0.7639, 1.5929, 5.1033], [6.0288, 1.7444, 2.1755], [-3.7165, -1.4119, -4.5009], [-3.0390, 1.7989, -5.0556], [-2.2507, 5.8075, -3.1201], [-6.5517, -2.4599, -0.5247], [-0.1478, 0.2444, 1.7584], [4.6217, 0.1995, -3.1962], [1.4046, -0.8660, 6.0632], [3.9224, -5.2091, 5.4647], [5.4763, 0.7196, 4.8754], [-1.3168, 2.7958, -6.3703], [0.9038, 6.7645, -0.5204], [-1.0366, -4.9400, -1.4236], [-3.1946, 1.7956, 5.1108], [-6.1405, 0.1798, -5.1059], [1.6912, -1.4102, 1.0960], [-2.1283, 0.3667, -6.8997], [5.0117, -6.1864, 5.9922], [6.9543, 0.9059, 2.7292], [5.4629, 1.4465, 0.8422], [4.9724, -1.2740, -2.7977], [-2.2461, 1.6046, -5.9779], [-2.0929, -5.7489, -2.2295], [0.8000, 4.7022, -3.8338], [-6.9981, -3.9718, -0.6118], [-3.4908, 0.5117, 5.9489], [-6.9742, -1.0330, -5.4702], [6.1703, -5.4609, 6.6222], [3.3159, 0.7740, -2.5632], [-2.8341, 4.4326, -2.6421], [5.3231, -1.1745, 3.1258], [1.3922, 1.3584, 7.4642], [-6.8890, 1.2642, -4.2097], [4.9291, 5.1784, 0.2977], [4.5338, -1.8995, 6.9871], [0.9397, -0.0624, 7.3139], [-6.0136, -2.0124, 0.8652], [-1.6030, 3.8714, 5.3148], [0.4246, -2.0556, 5.8020], [-1.7337, 2.3522, 5.2276], [-4.4977, 6.3531, -4.2851], [-3.0232, 6.1613, -4.3884], [6.2181, -0.0706, 3.7616], [-2.0611, 3.6827, -7.4466], [-3.4617, -5.8488, -1.6201], [2.1792, 1.8479, 3.8288], [-1.3466, 0.8403, -2.1586], [-6.1553, 1.5247, -2.8638], [0.1394, -0.3740, -0.6681], [1.1458, 5.6167, 0.5376], [3.6498, -5.2208, 3.9631], [2.4996, 4.9000, 0.1941], [0.8668, -0.1889, 0.6597], [1.1985, 1.1604, -8.3277], [2.2957, 1.2657, -3.5553], [0.0114, -5.7014, -0.6686], [-0.1649, 4.7218, 0.6862], [-8.0048, -4.3432, -1.6958], [-3.9532, -1.9114, -3.3919], [-6.7026, 2.3223, -2.3614], [-1.6000, -4.3327, -0.8457], [-9.0005, -4.1957, -1.2777], [0.5074, -6.2731, -1.4531], [0.6570, -4.8992, -0.3112], [-4.7535, 7.2874, -3.7854], [6.2610, 1.1481, 0.1625], [1.4996, -0.3258, 5.2151], [-5.3283, -0.2096, -4.6490], [-6.7475, -2.0819, 1.6681], [-5.0874, -2.5418, 1.0884], [4.8750, 2.2379, 0.3773], [-1.2248, -0.2114, -6.7062], [7.5493, 0.3750, 1.9860], [7.1033, -6.0090, 6.7535], [-2.1846, 0.6310, -7.9556], [-2.3091, 6.5286, -2.4154], [-0.6372, -4.2044, -1.9889], [0.7984, -2.3375, 4.8177], [-6.3134, -1.6755, -6.0521], [1.5001, 0.6920, 0.5546], [-3.5207, -5.8431, -0.5317], [2.8103, 1.8860, -4.2891], [-2.1903, 0.2495, -1.8019], [-0.1202, 4.1515, 1.6140], [4.7744, 0.6031, 0.8961], [5.1848, 4.7345, 1.2598], [-6.1504, 0.6119, -2.2681], [2.0981, -1.4682, 2.1055], [-2.0846, 4.1071, 6.2638], [4.9687, -1.8810, 3.8764], [4.8158, 1.3930, 4.5144], [-7.3833, -1.5637, -4.6105], [-5.7506, -0.9568, 0.7970], [2.6228, 4.1578, 0.9828], [2.3113, -1.2683, 6.2536], [5.4404, -1.3034, -1.8137], [6.0745, 1.3702, 5.3642], [4.3891, -4.5873, 3.4730], [4.1107, -4.2651, 5.7707], [-0.5421, 4.1125, 5.2486], [5.8516, -5.1575, 7.6195], [7.0402, -0.5549, 4.2884], [2.5894, -4.9711, 3.9276], [-4.8364, 6.4819, -5.3131], [-0.5085, -6.2208, 0.1364], [1.5446, 3.3234, 3.3799], [-1.6254, 1.8444, -2.4784], [-0.6135, -1.7310, 5.8726], [2.4821, 1.3567, 7.4794], [-1.4114, 4.5030, -7.7517], [4.4381, -0.8028, 2.6094], [-2.2291, 2.9919, -8.2728], [5.9344, -1.7208, 2.4075], [1.3050, 6.2363, 1.4202], [-7.2976, -1.8203, -0.7582], [1.7675, 7.2880, -0.5231], [-4.0645, -5.0537, -2.0588], [-2.9667, 3.7431, -3.4759], [-5.8422, 0.5104, -6.0124], [-0.8681, 0.3939, -3.0303], [-7.9393, -5.4252, -1.8105], [-7.9167, -3.8149, -2.6452], [2.5695, -1.5266, 0.4611], [4.0227, -1.8069, -2.7493], [-3.4404, 1.7496, 4.1322], [0.3315, 0.9713, 2.2702], [-1.2877, 5.6133, -3.3549], [-1.1145, 0.4296, 1.5321], [-7.9320, -0.8161, -5.9431], [0.8562, 6.6340, -1.5208], [-5.1025, 1.7731, -2.9979], [-3.7951, 4.5954, -2.1542], [-2.5906, -0.0820, 5.7902], [-3.9136, -6.8126, -1.8546], [1.2055, -2.3778, 0.9696], [0.1446, 7.3674, -0.2370], [3.7235, -6.2633, 3.6535], [-2.4045, -2.4587, -3.6486], [-0.2910, 3.9118, -0.0322], [1.6142, 1.9917, -3.1118], [5.0851, 4.2765, -0.2943], [4.9638, 0.1794, 5.5578], [0.6270, -2.9558, 6.3823], [2.3942, 5.3598, -3.8330], [-2.9006, -0.3371, -6.5891], [-5.8057, -2.2947, -1.1852], [-3.9386, 2.4103, 5.4085], [2.4790, 4.2685, -0.6941], [6.4500, -4.5425, 6.1062], [-4.3225, -0.1684, 5.7645], [-5.0408, 5.4773, -3.9299], [1.6543, 0.5702, -4.0966], [0.8653, -0.6855, -1.4192], [3.0602, -5.4674, 5.9230], [1.0429, 1.8732, 6.5692], [-0.4324, 2.4042, -6.6612], [-2.0837, 3.9599, -2.0085], [-2.9627, 4.0725, -6.9739], [5.7318, -1.6049, 7.9191], [7.6989, 1.5016, 3.2572], [-3.5242, 0.7832, 7.0040], [5.6772, 5.9485, 0.1092], [-1.1579, 3.3234, -5.5238], [1.1677, 1.9561, 8.3477], [5.6704, -1.7275, -3.5014], [4.6127, 0.2561, -4.2046], [5.3666, 0.8499, -2.9904], [-0.6296, -1.1444, -0.6112], [2.7296, 0.5799, -7.8132], [-1.0100, 5.3952, 0.8293], [-0.2784, -0.5266, 2.3978], [-2.1406, 4.3852, 4.5178]], "lowdin_charge": [0.925, 0.916, 1.034, 0.961, -0.291, -0.296, -0.296, -0.298, -0.298, -0.277, -0.294, -0.302, -0.256, -0.294, -0.304, -0.335, -0.271, -0.267, -0.261, -0.275, -0.281, -0.271, -0.260, -0.237, -0.254, -0.252, -0.255, -0.266, -0.032, 0.093, 0.167, 0.122, 0.094, -0.075, 0.096, 0.014, 0.103, -0.035, -0.020, 0.135, -0.091, 0.141, 0.028, -0.205, -0.052, -0.175, 0.122, 0.133, 0.104, -0.001, 0.161, 0.116, -0.180, -0.012, 0.060, 0.132, 0.111, 0.254, 0.119, 0.136, 0.083, 0.257, 0.120, 0.229, 0.066, 0.122, 0.108, -0.030, 0.047, -0.314, -0.192, -0.038, 0.052, -0.289, -0.302, -0.775, -0.275, 0.060, 0.010, 0.018, -0.268, 0.023, -0.013, 0.018, -0.258, -0.106, -0.857, -0.306, 0.037, 0.049, 0.035, -0.286, 0.028, -0.372, -0.211, 0.061, 0.020, -0.950, -0.044, 0.015, -0.219, -0.194, 0.034, -0.129, -0.232, -0.874, 0.029, 0.026, -0.009, 0.027, -0.810, 0.094, 0.100, 0.103, 0.109, 0.084, 0.106, 0.091, 0.097, 0.078, 0.107, 0.069, 0.051, 0.085, 0.136, 0.107, 0.095, 0.169, 0.089, 0.081, 0.114, 0.124, 0.078, 0.095, 0.085, 0.054, 0.064, 0.088, 0.060, 0.066, 0.106, 0.067, 0.110, 0.085, 0.072, 0.118, 0.093, 0.089, 0.167, 0.088, 0.071, 0.100, 0.101, 0.141, 0.094, 0.108, 0.093, 0.119, 0.055, 0.080, 0.088, 0.106, 0.054, 0.096, 0.096, 0.147, 0.158, 0.152, 0.081, 0.078, 0.167, 0.079, 0.104, 0.085, 0.079, 0.074, 0.111, 0.086, 0.073, 0.090, 0.103, 0.105, 0.078, 0.097, 0.074, 0.104, 0.062, 0.156, 0.095, 0.063, 0.077, 0.074, 0.071, 0.102, 0.103, 0.105, 0.067, 0.089, 0.167, 0.130, 0.084, 0.113, 0.093, 0.096, 0.114, 0.167, 0.059, 0.076, 0.062, 0.073, 0.109, 0.129, 0.109, 0.108, 0.086, 0.106, 0.115, 0.165, 0.167, 0.109, 0.089, 0.083, 0.104, 0.099], "total_charge": 3, "de_lowest_kcal_mol": 237.0, "homo_ev": -11.44, "homo_lumo_gap_ev": 4.50, "lumo_energy_ev": -6.936, "total_energy_ha": -15772.2599}